Version A
Formula: C3H6N4O
Source: OMol25
Level of theory: wB97M-V/def2-TZVPD

Last column: Löwdin charge in e.
Geometry (Å):
H: 2.840 -0.968 0.403  0.0668
N: 2.061 -1.691 -0.048  0.0129
C: 0.641 -1.392 -0.045  -0.1846
N: -0.110 -0.243 0.059  -0.0272
C: 0.593 1.122 -0.177  -0.1668
N: 1.835 1.436 -0.131  0.0890
H: 2.613 0.723 -0.166  0.0402
C: -1.539 -0.307 -0.174  -0.4342
N: -2.104 0.984 -0.128  0.1181
O: -2.060 -1.501 -0.102  -0.0052
H: -0.060 -2.220 -0.530  0.1484
H: 0.041 2.113 -0.035  0.1281
H: -1.704 1.206 0.750  0.0656
H: -3.047 0.739 0.325  0.1489

Computed properties:
orbital gap	9.8	eV
SMILES string	[H]/N=C\N(/C=N\[H])C(N)=O

***

Version B
Formula: C3H6N4O
Source: OMol25
Level of theory: wB97M-V/def2-TZVPD

Last column: Löwdin charge in e.
Geometry (Å):
C: -2.149 0.305 0.479  -0.1227
N: -1.061 0.042 -0.366  -0.2371
N: -0.909 -1.339 -0.321  0.0650
C: 0.380 -1.630 -0.095  0.0161
C: 1.064 -0.368 0.030  -0.5036
O: 2.286 -0.176 0.294  -0.0013
N: 0.185 0.589 0.007  -0.1180
N: 0.562 1.908 -0.214  0.1427
H: -2.841 1.184 -0.049  0.1138
H: -1.517 0.581 1.589  0.1602
H: -2.651 -0.871 0.394  0.1470
H: 1.021 -2.516 0.228  0.1542
H: 0.359 2.673 0.373  0.0799
H: 0.128 2.112 -1.111  0.1039

Computed properties:
orbital gap	9.1	eV
SMILES string	Cn1ncc(=O)n1N

***

What should be chosen as the most stable of them? Choose version A.

***

Version A
Formula: C3H6N4O
Source: OMol25
Level of theory: wB97M-V/def2-TZVPD

Last column: Löwdin charge in e.
Geometry (Å):
C: -0.570 0.176 1.857  -0.1144
C: 0.237 0.899 -1.324  -0.0940
C: 1.090 -0.457 0.080  -0.4486
H: -0.404 -0.777 2.598  0.0789
H: 0.456 0.864 2.425  0.1439
H: -1.770 0.715 1.816  0.1495
H: -1.944 -0.890 -1.395  0.2268
H: 0.106 1.206 -2.376  0.1265
H: 2.885 -1.021 0.573  0.0394
N: -0.362 -0.426 0.409  -0.1079
N: -0.954 0.705 -0.325  -0.1670
N: 1.284 0.265 -1.142  0.1352
N: 1.923 -1.103 0.788  0.1670
O: -2.137 0.014 -0.679  -0.1354

Computed properties:
orbital gap	9.5	eV

***

Version B
Formula: C3H6N4O
Source: OMol25
Level of theory: wB97M-V/def2-TZVPD

Last column: Löwdin charge in e.
Geometry (Å):
H: -0.069 2.410 -1.604  0.0299
N: 0.735 2.156 -1.044  0.1159
C: 0.607 1.076 -0.326  -0.3810
C: 1.701 0.343 0.362  -0.0150
C: 1.145 -0.781 0.803  -0.0309
N: -0.080 -1.161 0.031  -0.1435
O: -1.156 -1.983 0.368  -0.0636
N: -0.451 0.160 -0.430  -0.1770
N: -1.624 0.323 0.030  0.0286
H: 2.663 0.681 0.708  0.1050
H: 1.538 -1.363 1.619  0.1061
H: -1.575 -1.403 1.257  0.2048
H: -2.472 0.299 -0.664  0.1699
H: -1.617 1.060 0.599  0.0508

Computed properties:
orbital gap	8.5	eV
SMILES string	[H]/N=c1/ccn(O)n1N

***

Version C
Formula: C3H6N4O
Source: OMol25
Level of theory: wB97M-V/def2-TZVPD

Last column: Löwdin charge in e.
Geometry (Å):
N: -2.003 -0.524 0.471  0.1045
C: -0.824 0.006 -0.037  -0.3657
C: -0.737 0.857 -1.076  -0.0709
N: 0.609 1.241 -1.336  0.0986
C: 1.490 0.633 -0.476  -0.3812
O: 2.704 0.578 -0.411  0.0497
N: 0.465 -0.328 0.285  -0.0705
N: 0.764 -1.141 1.369  0.0444
H: -2.655 -1.059 -0.068  0.0827
H: -1.754 -1.149 1.257  0.0859
H: -1.422 1.499 -1.436  0.0684
H: 0.804 2.140 -1.692  0.1328
H: 1.274 -0.758 2.169  0.0939
H: 1.285 -1.995 0.982  0.1273

Computed properties:
orbital gap	8.3	eV
SMILES string	Nc1c[nH]c(=O)n1N

***

Version D
Formula: C3H6N4O
Source: OMol25
Level of theory: wB97M-V/def2-TZVPD

Last column: Löwdin charge in e.
Geometry (Å):
C: 1.056 0.140 -0.169  -0.0884
C: 0.995 -1.231 0.125  -0.3327
C: -1.995 1.902 -0.270  -0.1142
N: -1.221 -1.028 -0.272  0.0930
N: -0.585 1.785 -0.617  -0.0402
N: -0.072 0.683 -0.395  -0.0756
N: 2.078 -2.090 0.411  0.1109
O: -0.233 -1.719 0.213  -0.1122
H: 1.961 0.612 -0.100  0.0966
H: -2.017 2.154 0.846  0.0979
H: -2.456 2.628 -1.013  0.0890
H: -2.362 0.875 -0.347  0.0327
H: 1.954 -3.078 0.633  0.1003
H: 2.897 -1.634 0.956  0.1427

Computed properties:
orbital gap (alpha / beta)	7.9 / 7.9	eV

***

What should be chosen as the most stable of them? Choose version C.

***

Version A
Formula: C3H6N4O
Source: OMol25
Level of theory: wB97M-V/def2-TZVPD

Last column: Löwdin charge in e.
Geometry (Å):
C: 1.094 -1.498 -1.086  -0.1189
C: 0.651 -0.151 -1.023  -0.1682
N: -0.349 0.159 0.266  -0.2020
N: -1.052 -0.680 0.834  0.0759
N: -1.652 -0.093 1.999  0.0903
C: -1.552 1.242 1.793  -0.5710
O: -2.092 2.053 2.531  0.0253
N: -0.613 1.484 0.642  0.1314
H: 1.367 -1.395 -2.200  0.1256
H: 2.052 -1.700 -0.540  0.1117
H: 0.319 -2.068 -0.907  0.0183
H: 0.006 0.108 -2.044  0.1661
H: 1.394 0.733 -1.066  0.1309
H: 0.426 1.808 0.800  0.1846

Computed properties:
orbital gap	9.3	eV
SMILES string	CCn1nnc(=O)[nH]1

***

Version B
Formula: C3H6N4O
Source: OMol25
Level of theory: wB97M-V/def2-TZVPD

Last column: Löwdin charge in e.
Geometry (Å):
C: 1.906 1.008 1.593  -0.2137
C: 0.422 0.365 0.078  -0.1784
C: -0.780 -1.337 -1.098  -0.0364
N: 0.786 1.320 0.801  0.1297
N: 2.356 -0.122 1.381  -0.0775
N: -1.717 0.757 -0.781  0.0593
N: -0.519 0.040 -0.753  -0.2097
O: 1.769 -0.849 0.519  -0.0432
H: 2.283 1.613 2.343  0.0904
H: -0.050 -1.869 -1.628  0.0704
H: -1.033 -2.017 -0.194  0.1276
H: -1.643 -1.298 -1.669  0.0557
H: -2.305 0.619 0.084  0.1174
H: -1.478 1.769 -0.679  0.1083

Computed properties:
orbital gap	9.5	eV

***

Version C
Formula: C3H6N4O
Source: OMol25
Level of theory: wB97M-V/def2-TZVPD

Last column: Löwdin charge in e.
Geometry (Å):
C: -1.964 -0.403 -0.645  0.0260
C: -0.638 -0.191 -0.175  -0.3564
C: 1.329 -1.295 -0.870  -0.0624
N: -0.204 2.442 2.752  0.1359
N: 0.494 2.094 1.916  -0.4037
N: 1.303 1.912 1.110  0.0747
N: 0.604 -0.344 -0.044  0.0361
O: -1.547 0.703 0.263  0.0546
H: -2.442 0.060 -1.586  0.1514
H: -2.589 -1.099 -0.154  0.0957
H: 0.758 -2.157 -1.025  0.0645
H: 1.646 -0.988 -1.865  0.0965
H: 2.155 -1.642 -0.380  0.0495
H: 1.093 0.906 0.703  0.0376

Computed properties:
orbital gap	9.3	eV

***

Version D
Formula: C3H6N4O
Source: OMol25
Level of theory: wB97M-V/def2-TZVPD

Last column: Löwdin charge in e.
Geometry (Å):
N: 1.815 1.018 1.559  0.0427
C: 0.470 0.685 1.201  -0.3761
N: -0.594 0.956 1.881  0.1557
O: -1.706 0.383 0.933  -0.0396
C: -1.172 -0.158 -0.172  -0.4156
N: -2.007 -0.729 -1.111  0.0960
C: 0.182 0.029 -0.177  -0.2893
N: 1.020 -0.603 -1.027  0.0364
H: 2.406 0.752 0.640  0.1302
H: 2.119 0.676 2.584  0.1485
H: -3.052 -0.513 -0.963  0.1378
H: -1.546 -0.967 -2.139  0.1800
H: 1.312 -0.012 -1.872  0.1218
H: 0.754 -1.518 -1.336  0.0713

Computed properties:
orbital gap	8.5	eV
SMILES string	Nc1noc(N)c1N

***

What should be chosen as the most stable of them? Choose version D.

***

Version A
Formula: C3H6N4O
Source: OMol25
Level of theory: wB97M-V/def2-TZVPD

Last column: Löwdin charge in e.
Geometry (Å):
C: 2.146 -0.552 -0.797  0.0089
N: 1.513 0.300 -0.006  -0.1086
N: 1.114 -0.076 1.206  0.0161
C: -0.042 -0.677 1.274  -0.0334
C: -1.152 -0.844 0.184  -0.4133
O: -1.674 -1.855 -0.227  0.0617
N: -1.447 0.412 -0.424  -0.1406
N: -1.183 1.521 0.189  -0.0848
H: 2.196 -1.668 -0.567  0.1037
H: 2.421 -0.019 -1.700  0.0574
H: -0.317 -1.089 2.159  0.0681
H: -1.640 0.383 -1.549  0.2128
H: -0.081 1.889 -0.080  0.1630
H: -1.854 2.274 0.339  0.0890

Computed properties:
orbital gap	9.5	eV
SMILES string	C=N/N=C\C(=O)NN

***

Version B
Formula: C3H6N4O
Source: OMol25
Level of theory: wB97M-V/def2-TZVPD

Last column: Löwdin charge in e.
Geometry (Å):
H: -2.971 -1.287 -0.154  0.0069
N: -2.818 -0.339 -0.008  0.1201
C: -1.550 -0.155 0.093  -0.5178
C: -0.996 1.263 0.209  0.0178
O: 0.379 0.923 -0.403  0.0394
C: 0.525 -0.311 -0.205  -0.5739
N: 1.682 -0.736 -0.048  0.0530
N: 2.720 0.136 0.227  0.1162
N: -0.533 -1.063 0.121  0.1649
H: -1.016 1.580 1.329  0.1581
H: -1.563 1.854 -0.694  0.1787
H: 1.941 -1.619 -0.174  0.1115
H: 2.586 0.676 0.944  0.0209
H: 2.757 0.648 -0.647  0.1041

Computed properties:
orbital gap	9.3	eV
SMILES string	[H]/N=C1/COC(NN)=N1

***

What should be chosen as the most stable of them? Choose version B.

***

Version A
Formula: C3H6N4O
Source: OMol25
Level of theory: wB97M-V/def2-TZVPD

Last column: Löwdin charge in e.
Geometry (Å):
H: 0.678 1.676 0.005  -0.0331
N: 0.009 2.337 -0.225  0.0880
C: -1.157 1.762 -0.371  -0.2034
N: -1.459 0.308 -0.229  0.0591
C: -0.696 -0.849 -0.362  -0.5301
N: -0.880 -2.077 -0.670  0.0962
H: -2.004 -2.531 -0.511  0.1661
O: 0.630 -0.402 -0.190  -0.1862
N: 1.391 -1.484 0.347  0.0450
C: 2.325 -0.691 0.853  -0.0357
H: -2.035 2.539 -0.465  0.1401
H: -2.400 0.182 -0.750  0.1567
H: 3.214 -1.226 1.685  0.1505
H: 2.385 0.454 0.882  0.0869

Computed properties:
orbital gap	10.2	eV
SMILES string	[H]/N=C\N/C(=N\[H])ON=C

***

Version B
Formula: C3H6N4O
Source: OMol25
Level of theory: wB97M-V/def2-TZVPD

Last column: Löwdin charge in e.
Geometry (Å):
H: -0.943 -1.974 -2.338  0.0477
N: -0.634 -2.209 -1.406  0.1475
C: -0.252 -1.155 -0.821  -0.4835
N: -0.334 0.186 -1.221  0.1876
C: 0.078 0.889 -0.254  -0.3621
C: 0.203 2.387 -0.227  -0.0063
N: 0.572 0.151 0.830  -0.1351
N: 0.123 0.513 2.083  0.0820
O: 0.252 -1.206 0.474  0.0314
H: -0.493 2.792 0.552  0.0928
H: -0.037 2.793 -1.213  0.0807
H: 1.242 2.682 0.017  0.0929
H: -0.810 0.100 2.246  0.1115
H: 0.764 0.041 2.755  0.1128

Computed properties:
orbital gap	9.8	eV
SMILES string	[H]/N=c1\nc(C)n(N)o1

***

Version C
Formula: C3H6N4O
Source: OMol25
Level of theory: wB97M-V/def2-TZVPD

Last column: Löwdin charge in e.
Geometry (Å):
C: -1.823 0.179 0.028  -0.2071
C: 0.273 1.003 -0.085  -0.5140
C: 1.934 -0.586 -0.122  -0.0741
N: -1.175 1.176 0.068  0.2305
N: 1.032 2.012 -0.062  0.1228
N: 0.607 -0.230 0.054  -0.2134
N: -2.923 -0.512 0.112  0.1816
O: -0.402 -1.224 -0.008  -0.1131
H: 1.961 -1.662 -0.355  0.0967
H: 2.330 -0.075 -1.038  0.1031
H: 2.664 -0.403 0.718  0.1111
H: 2.020 1.748 -0.169  0.0310
H: -2.695 -1.374 0.543  0.1084
H: -3.801 -0.052 0.316  0.1364

Computed properties:
orbital gap	8.2	eV

***

What should be chosen as the most stable of them? Choose version B.

***

Version A
Formula: C3H3BrO2
Source: OMol25
Level of theory: wB97M-V/def2-TZVPD

Last column: Löwdin charge in e.
Geometry (Å):
C: -1.025 1.772 0.731  0.1941
C: -0.408 1.039 0.011  -0.1748
C: 0.409 0.104 -0.575  -0.7430
O: 0.165 -0.458 -1.782  0.0113
O: -0.064 -1.872 0.840  -0.3234
Br: 2.098 -0.001 0.192  0.9067
H: -1.330 2.722 1.106  0.0578
H: 0.731 -1.297 -2.085  0.2102
H: -0.576 -2.008 1.562  -0.1388

Computed properties:
orbital gap (alpha / beta)	6.5 / 6.5	eV

***

Version B
Formula: C3H3BrO2
Source: OMol25
Level of theory: wB97M-V/def2-TZVPD

Last column: Löwdin charge in e.
Geometry (Å):
O: 0.146 0.579 2.934  0.0559
C: -0.489 0.976 2.020  -1.0263
O: -0.116 1.683 0.986  0.0380
Br: -2.363 0.725 1.950  0.7899
H: 0.717 2.095 0.928  0.1116
C: 0.445 -0.973 -1.081  0.0345
C: -0.054 -1.596 -0.180  0.0246
H: 1.015 -0.534 -1.800  -0.0075
H: -0.643 -1.999 0.510  -0.0208

Computed properties:
orbital gap	11.1	eV
SMILES string	O=C(O)Br.C#C

***

Version C
Formula: C3H3BrO2
Source: OMol25
Level of theory: wB97M-V/def2-TZVPD

Last column: Löwdin charge in e.
Geometry (Å):
O: -1.830 -2.253 -0.608  0.0986
C: -1.343 -1.650 0.294  -0.1919
C: -0.954 -0.134 0.291  -0.3739
O: -1.814 0.570 0.754  0.1016
C: 0.366 0.587 -0.185  -0.5564
Br: 1.987 -0.433 -0.247  0.6516
H: -1.099 -2.097 1.277  0.1313
H: 0.488 1.422 0.510  0.0679
H: 0.147 0.991 -1.175  0.0712

Computed properties:
orbital gap	10.1	eV
SMILES string	O=CC(=O)CBr

***

Version D
Formula: C3H3BrO2
Source: OMol25
Level of theory: wB97M-V/def2-TZVPD

Last column: Löwdin charge in e.
Geometry (Å):
C: 0.600 -1.484 0.043  -0.0354
C: 0.815 -0.199 -0.215  -0.8339
Br: 2.424 0.256 -0.961  0.8371
O: -0.104 0.865 -0.203  -0.0955
C: -1.334 1.360 0.209  -0.3202
O: -2.352 0.944 0.638  0.1176
H: 1.367 -2.252 0.076  0.0552
H: -0.330 -2.033 0.327  0.0881
H: -1.086 2.543 0.085  0.1870

Computed properties:
orbital gap	10.3	eV
SMILES string	C=C(Br)OC=O

***

What should be chosen as the most stable of them? Choose version C.